# 1
123
Properties=species:S:1:pos:R:3:forces:R:3 method="wB97M-V/def2-TZVPD" de_lowest_kcal_mol=79.8 orbital_gap_ev=5.8087 multiplicity=1 e_homo_ev=-6.771 energy_ev=-123377.3005 charge=-1 e_lumo_ev=-0.962
B 11.16800 26.26300 1.85400 0.8528 0.5932 -0.9655
F 11.09600 27.50700 2.44800 -0.5033 0.3238 0.2793
F 10.20400 26.10300 0.86200 -0.4866 0.2031 -0.8777
F 12.45800 26.16700 1.31900 0.4501 -0.2697 -0.6876
F 10.96200 25.24300 2.74000 -0.0898 -1.2416 1.2897
C 13.78000 27.87000 -4.43400 1.5206 1.7015 -3.3421
C 14.22800 29.19100 -4.97100 -2.1605 -3.3318 -0.2822
C 14.49600 30.32600 -4.04400 -0.9853 -4.0591 4.4478
O 14.83200 31.42200 -4.27500 1.0181 3.4648 -2.6941
C 14.32300 30.02400 -2.58400 -1.4367 -6.6387 1.2906
C 14.00100 28.62700 -2.02500 1.3527 4.4706 -0.4117
C 13.84500 27.49700 -2.96100 -2.1940 -1.4057 -1.0376
O 13.49800 26.36800 -2.53500 1.1292 2.6402 -1.2001
O 13.88300 28.35700 -0.71200 -0.6664 -1.2073 0.8306
O 14.20400 29.54500 -6.31300 -0.6589 -6.7391 2.3415
H 13.45700 26.97700 -5.19400 0.9445 2.5296 2.0062
H 14.45900 30.86900 -1.96900 0.0673 0.5806 0.8904
H 13.54800 27.41500 -0.29400 1.1352 2.8133 -2.4260
H 14.29100 30.41400 -6.47800 0.6536 5.0902 -0.1762
C 11.46500 20.45900 3.71600 1.9284 7.5465 -0.8644
C 11.29300 21.97900 3.86600 2.2999 -5.4603 -0.2557
C 10.13200 22.50300 4.66400 -0.0770 -1.9162 -1.7096
O 10.14300 23.68900 4.74800 -1.0233 2.6485 1.2933
C 9.08400 21.56400 4.98200 -2.4959 -5.4691 1.2284
C 9.27000 20.03600 4.65500 -3.0397 5.3706 1.4710
C 10.54500 19.50400 4.05500 -2.3981 -1.5329 0.6485
O 10.64500 18.30700 3.82000 -0.0126 0.2951 0.2098
O 8.20700 19.16800 4.76300 8.5367 -2.7046 -1.9243
O 12.25300 22.87800 3.52300 -2.2199 0.0392 -1.5177
H 12.25200 20.07300 3.10100 0.6551 0.2273 -0.0861
H 8.04100 21.89200 5.62300 3.2588 -0.8661 -2.1750
H 7.50000 19.61300 4.96400 -6.4221 4.1043 1.9149
H 11.84500 23.74700 3.06400 0.7124 -2.0244 1.8178
C 7.98100 29.18800 -4.92200 -4.6937 -5.7489 4.5364
C 6.78200 28.19800 -4.54000 2.0864 6.4102 -5.3389
C 6.86600 27.26800 -3.45900 -0.5168 -2.7703 -0.1446
O 5.90700 26.50600 -3.21600 0.9358 1.3181 -0.2405
C 8.16400 27.11600 -2.91300 4.2419 2.0692 3.1129
C 9.22300 28.15100 -2.97900 -1.9279 -2.7572 2.7673
C 9.08900 29.27700 -3.97400 3.8648 2.4325 -1.1252
O 10.05100 30.14700 -4.06000 -4.0685 -3.2571 0.3759
O 10.27800 28.27600 -2.05000 -1.7642 -3.4203 -0.4778
O 5.59100 28.22300 -5.34000 3.1391 -1.3112 2.6946
H 7.70800 29.96000 -5.51900 -0.3548 2.0566 -2.0398
H 8.21700 26.37900 -2.04700 0.1431 0.9140 -1.3183
H 10.37600 27.39600 -1.40900 -0.7948 3.1155 -2.3848
H 5.18600 27.36700 -5.03200 -0.1810 0.8597 -0.2317
C 7.64100 28.43900 5.83100 3.4881 -4.1345 -0.9764
C 8.57500 27.24000 5.75000 -3.2233 4.2920 0.5648
C 9.35800 26.81700 6.98500 -2.4083 1.7360 0.9832
O 10.18000 25.95600 6.98600 0.9884 -1.0929 -0.6330
C 8.94200 27.49200 8.24800 -1.0030 5.0180 0.2397
C 8.17800 28.80700 8.19800 0.9612 -3.0537 3.2716
C 7.40500 29.27100 6.98500 -0.3155 1.1578 0.0656
O 6.66400 30.27800 7.02500 1.6958 -2.3905 -0.1167
O 7.81800 29.60600 9.36800 -3.0467 4.7987 -13.7864
O 8.72700 26.53800 4.64000 0.2102 0.0642 0.9488
H 7.24800 28.77000 4.89900 -0.4845 0.0347 -0.5635
H 9.62100 27.17400 9.09700 -1.3095 0.6663 -0.7176
H 8.07900 29.16800 9.99600 4.5629 -7.2483 11.1069
H 9.25900 25.74400 4.88500 0.0869 0.0419 -0.4253
C 14.10500 21.54900 -2.20400 -3.0381 6.4681 3.5598
C 14.01300 22.93400 -1.60700 -2.3622 -2.7569 -0.7439
C 15.22700 23.75200 -1.39400 2.0948 -2.1089 -1.6282
O 15.20900 24.80100 -0.83400 -0.5256 1.8240 1.1548
C 16.49800 23.22000 -1.95400 -6.8196 -10.2879 -2.2015
C 16.47200 21.80700 -2.65500 2.5971 6.7975 2.1093
C 15.26500 20.97100 -2.74600 -0.4871 -0.2373 0.0304
O 15.19100 19.89900 -3.31100 0.9150 -0.2681 -0.2106
O 17.54800 21.34200 -3.31000 2.1570 2.9058 -0.7566
O 12.82700 23.60700 -1.16900 2.2927 -2.5787 -1.1916
H 13.17600 21.01000 -2.20100 -0.1053 -0.2932 -0.2187
H 17.19500 23.86000 -2.03200 5.5777 4.1435 -0.5869
H 18.26400 22.14400 -3.52600 -2.9346 -3.0865 1.1718
H 13.03400 24.48700 -0.78600 0.6139 -0.4440 -0.3206
C 7.31000 20.61500 1.40900 8.4007 0.7483 -2.6985
C 8.57300 20.00000 0.97800 -4.3585 1.1562 1.8030
C 9.75800 20.86700 0.79700 2.3792 0.1049 -1.0569
O 10.81900 20.31700 0.42600 -1.7654 0.8249 0.6560
C 9.63800 22.30300 1.01500 -8.0508 -0.1614 1.4929
C 8.31300 22.93600 1.33600 4.2452 -0.7531 -1.2203
C 7.10000 22.04600 1.48400 -2.0794 2.1640 1.4069
O 5.98500 22.56200 1.79100 3.0471 -1.6446 -1.0261
O 8.16900 24.29300 1.48600 -6.7744 -6.1825 0.6182
O 8.75100 18.66100 0.84400 -6.7500 2.8939 3.9750
H 6.52300 20.08900 1.57200 -4.8748 -3.6116 0.9631
H 10.36900 22.97200 1.07100 3.6339 2.1486 -0.3232
H 8.94300 24.67000 1.40300 6.7812 3.5916 -0.7802
H 9.45200 18.50400 0.36000 6.2939 -1.1395 -3.7467
C 11.53200 30.35000 6.53300 -4.2020 -2.8946 -7.6131
C 10.99800 29.57300 5.22500 5.0485 0.7487 5.7973
C 10.03200 30.16600 4.36500 -2.1970 6.2835 6.4179
O 9.71600 29.75800 3.36000 -1.5931 -4.0114 -7.9990
C 9.25100 31.36600 4.88800 1.8531 3.7046 6.0572
C 9.66600 32.07800 6.16600 -2.2240 -2.6944 -4.7128
C 10.96600 31.65100 6.88700 -3.2521 -3.3024 -4.0905
O 11.40900 32.28200 7.73700 2.4446 3.7333 4.5787
O 8.91200 33.04000 6.77800 0.3489 -0.4020 -0.8213
O 11.56800 28.43100 4.75400 0.0322 1.6091 2.3782
H 12.36500 30.00500 7.01900 1.8059 -0.8719 1.1387
H 8.34300 31.88200 4.49900 0.8037 -1.2649 -0.5033
H 8.06400 33.28100 6.31100 1.4284 -0.8365 0.3468
H 11.07700 27.92700 4.08300 -0.4094 0.5767 -0.6759
C 13.21200 31.03400 2.68800 -0.7098 1.4767 1.2392
C 12.04200 31.87400 2.09300 -0.2547 -0.3221 -1.2253
O 11.73400 33.02500 2.42900 0.7299 -2.8820 -0.5857
C 11.38400 31.13500 0.81200 2.8042 -2.0891 1.7416
H 13.52100 31.70200 3.62000 0.0362 -1.9037 -1.8820
H 13.89400 31.06800 1.80400 0.1359 -0.0647 1.0407
H 12.99400 29.92000 2.91000 0.0986 1.9965 -0.2512
H 12.11100 30.95600 -0.08100 -0.9691 0.1418 1.8907
H 10.71100 31.82000 0.51700 -2.7851 2.0534 -1.3619
H 10.88700 30.15500 1.15700 0.8718 1.4770 -0.6323
C 13.57800 25.90200 4.55500 3.7952 -2.9325 -1.9641
C 14.44200 26.23200 5.79200 -6.8261 -0.5255 -0.2892
O 15.58600 26.11700 5.77800 5.2284 -0.2651 0.2672
C 13.64500 26.74100 7.02400 -0.9191 0.4206 0.7961
H 13.13900 26.72400 4.09100 -0.2366 1.7322 -0.8299
H 12.76400 25.23500 4.67500 -0.7807 -0.7658 0.9902
H 14.32000 25.25700 3.71300 -2.0545 2.2465 2.3812
H 13.40200 27.86600 6.67600 -0.0679 -2.5972 1.3842
H 14.31500 26.68600 7.87300 0.7958 0.9077 -0.0419
H 12.80000 26.07500 7.59700 1.1592 1.7241 -2.6703

***

# 2
112
Properties=species:S:1:pos:R:3:forces:R:3 method="wB97M-V/def2-TZVPD" de_lowest_kcal_mol=301.6 orbital_gap_ev=5.9603 multiplicity=1 e_homo_ev=-7.882 energy_ev=-95071.0720 e_lumo_ev=-1.921
C 6.89764 0.39000 -6.69206 0.1812 0.4315 -1.0561
C 6.45980 -0.92029 -6.84250 -0.6854 -0.4978 0.6476
C 5.35674 -1.37924 -6.11078 0.0768 0.3708 -0.2386
C 4.71009 -0.47279 -5.28620 0.4052 0.0508 0.0233
C 5.17047 0.82156 -5.14201 -0.1673 0.4469 0.9853
C 6.25842 1.28741 -5.86045 -0.7566 -0.5651 -0.0365
N 3.59393 -0.92425 -4.41844 1.3723 0.1100 -0.0409
O 3.27097 -2.07995 -4.47938 -0.4017 -0.8620 -0.4358
O 3.16845 -0.14822 -3.59596 -0.3415 0.7528 0.0901
H 7.66519 0.80367 -7.33741 0.2399 -0.3884 0.0927
H 6.92085 -1.63781 -7.50515 0.2799 0.2349 -0.1119
H 4.98866 -2.39271 -6.17714 0.0695 -0.0098 -0.1034
H 4.74261 1.43554 -4.35845 -0.2603 0.1027 -0.3209
H 6.50215 2.33879 -5.83373 0.2791 -0.0577 0.1630
C -7.16591 0.95806 0.56431 0.2358 -0.0270 -1.1571
C -7.97202 0.64715 1.63845 0.3882 0.4491 0.5314
C -7.37828 0.10335 2.76637 -0.2885 -0.9761 0.2996
C -6.05708 -0.30706 2.69652 0.4197 0.6744 -0.2186
C -5.26415 -0.02479 1.59996 0.7892 0.2959 -0.5987
C -5.80765 0.63149 0.50119 -1.3007 -0.1305 0.7399
N -5.37787 -0.89047 3.87580 -0.5378 0.2701 0.4462
O -6.04813 -1.00649 4.88587 -0.1573 -0.0545 -0.0001
O -4.20726 -1.17266 3.80213 0.1967 -0.0816 -0.3203
H -7.58786 1.44794 -0.30724 -0.1529 -0.0030 0.0988
H -9.01735 0.91964 1.64411 -0.0131 -0.0019 0.0266
H -7.94027 -0.09829 3.66944 0.0100 0.0438 -0.0373
H -4.20010 -0.22683 1.64157 -0.0831 -0.2522 0.0463
H -5.29555 0.89912 -0.41021 0.5071 -0.1187 0.2116
C 5.60832 -4.62922 -0.26925 0.0668 0.6691 -0.4349
C 5.27443 -3.45950 -0.94425 -0.3937 -0.1249 -0.2042
C 4.01678 -3.30998 -1.50835 0.6093 0.1650 -0.4619
C 3.10645 -4.35175 -1.43709 1.8191 -0.6539 -0.2236
C 3.46302 -5.55546 -0.83480 0.5594 1.7617 -0.6900
C 4.67667 -5.65129 -0.17991 0.4392 -0.1228 0.1241
N 1.79075 -4.20116 -2.02800 3.6293 -7.5094 -9.5520
O 1.45827 -3.10230 -2.41809 0.5972 -2.2219 -14.3884
O 1.05190 -5.17373 -2.05797 0.3127 0.3269 -0.3524
H 6.62428 -4.70342 0.09505 -0.1483 -0.2666 0.3825
H 5.97163 -2.64194 -1.06599 0.1410 -0.1032 0.1177
H 3.81985 -2.39451 -2.04935 0.2501 -0.6460 0.1028
H 2.67219 -6.29170 -0.77203 3.0260 2.8206 -2.0761
H 4.93134 -6.50689 0.43204 -0.1151 -0.2876 -0.2579
C 1.86002 -1.43454 -1.19519 0.3040 2.1411 2.1312
C 1.49758 -0.20419 -0.62964 0.5321 -1.6134 -1.0373
C 0.46326 -0.15191 0.29404 -0.0847 1.0697 0.7516
C -0.16929 -1.30014 0.73348 0.6461 0.3605 -1.2388
C 0.16592 -2.50535 0.13796 -0.0451 -0.3002 0.6719
C 1.22440 -2.58965 -0.75115 -2.3035 2.3960 8.1067
N -1.08429 -1.24691 1.86089 -0.3150 0.1523 -0.9369
O -1.30410 -2.29235 2.41888 -0.2517 -0.1765 0.4979
O -1.58628 -0.16848 2.12944 -0.0688 0.1188 0.3618
H 2.63323 -1.53559 -1.94441 -0.7575 1.1608 0.7122
H 2.12915 0.61358 -0.94555 -0.4926 0.5293 0.2383
H 0.18050 0.80247 0.72053 0.0998 -0.0497 0.1760
H -0.35993 -3.42201 0.37682 0.1322 0.0672 0.4372
H 1.45920 -3.53451 -1.22289 -3.2909 5.5340 13.3558
C 0.10548 -6.79248 -0.53488 -0.7638 -0.5008 0.8035
C -1.05439 -6.37488 0.11180 0.2303 -0.8273 1.2590
C -0.95847 -5.90027 1.41733 -0.2253 0.8587 0.1230
C 0.27073 -5.63513 1.99262 -0.3094 -0.4386 -0.8717
C 1.43908 -5.94808 1.30627 -0.1218 -0.7958 0.9069
C 1.33315 -6.64870 0.11302 -2.0367 -0.7904 0.8300
N 0.30215 -5.01846 3.32406 0.1913 1.2775 -0.3019
O 1.39473 -4.74153 3.77926 0.3660 -0.4125 0.1214
O -0.74400 -4.67466 3.82439 -0.1899 -0.6340 0.1148
H 0.00872 -7.27560 -1.49745 0.2495 -0.0405 0.0497
H -2.06346 -6.64250 -0.17162 0.1534 0.2406 -0.7831
H -1.84351 -5.62557 1.97758 -0.0037 -0.1273 -0.0354
H 2.37618 -5.79732 1.82576 0.1207 0.0965 -0.2204
H 2.23356 -7.00543 -0.36924 -2.7412 -3.1911 2.0805
C -3.21163 2.79227 2.55682 -0.5455 0.0000 -0.2302
C -4.27371 3.45128 1.93710 -0.2018 0.0310 0.5776
C -5.49678 3.65602 2.58847 0.9807 -0.0209 -0.7333
C -5.65453 3.12372 3.85645 0.3361 0.2653 -0.9227
C -4.62850 2.41264 4.45217 -0.3720 0.2024 0.6716
C -3.39524 2.28326 3.84117 -0.2339 -0.3392 -0.1619
N -6.90673 3.34696 4.56703 0.0778 -0.1187 0.5648
O -7.77917 3.97305 4.01996 -0.4496 0.3837 -0.7050
O -6.99539 2.92065 5.69622 0.0958 -0.3505 0.4423
H -2.31144 2.63880 1.97762 0.1951 -0.0753 0.2756
H -4.18957 3.84265 0.93243 0.2204 -0.0419 -0.0428
H -6.20426 4.23623 2.01579 -0.5409 -0.1290 0.5467
H -4.82836 1.99522 5.43083 0.1573 -0.0489 -0.0132
H -2.66652 1.69539 4.38194 0.3217 0.0902 -0.3143
C -2.09170 6.18402 3.83280 0.4115 0.1525 -0.4851
C -1.33683 5.46954 4.74999 -0.2283 -0.2841 0.3415
C -0.31665 4.60237 4.36867 0.1261 0.6017 -0.1622
C -0.03768 4.48998 3.00961 -0.5911 0.3121 1.4391
C -0.77164 5.22845 2.09948 0.8571 -0.4121 -0.8651
C -1.72213 6.15049 2.48624 -0.6890 -1.0639 0.1949
N 0.97159 3.51982 2.57750 -0.7964 0.1975 -0.9218
O 1.59983 2.91440 3.40010 0.3869 -0.1588 0.5639
O 1.06081 3.36024 1.37142 0.2709 -0.1324 -0.2332
H -2.97187 6.71737 4.16407 0.1346 0.2584 -0.0102
H -1.60224 5.55140 5.79627 0.0751 -0.1098 0.0262
H 0.25606 4.07899 5.11986 0.0056 -0.1649 -0.1268
H -0.59321 4.98932 1.05823 0.0158 0.3795 -0.0550
H -2.30185 6.59479 1.68890 -0.0599 0.3725 0.2414
C 0.90009 3.09436 -1.99808 0.4620 -0.3297 -0.6096
C 1.41899 2.30301 -3.01928 -0.7161 -0.2428 0.3846
C 2.13947 2.87665 -4.03537 0.8792 -0.0431 0.3096
C 2.41726 4.24413 -4.00108 -0.4596 -0.2161 0.4472
C 1.97399 5.05914 -2.97400 -0.4929 -0.5592 1.0472
C 1.20752 4.43608 -1.96559 -0.9221 0.1347 -0.3649
N 3.26722 4.75961 -5.06752 0.6489 -0.1700 0.4637
O 3.54683 5.93480 -5.08884 -0.2544 0.4584 0.0034
O 3.73097 3.92959 -5.81958 0.2120 -0.0936 -0.7091
H 0.28489 2.65833 -1.22281 0.0284 -0.0051 0.0286
H 1.21785 1.23988 -2.99668 0.1512 0.0258 -0.2037
H 2.68627 2.24437 -4.72019 -0.4613 0.1581 -0.3476
H 2.23576 6.09642 -2.83687 0.0156 0.0959 -0.5353
H 0.61051 4.92553 -1.20399 0.8286 0.8707 0.0674